The following is a quantum chemistry calculation of a single C5H6O molecule, from the Open Molecules 2025 dataset.

The value obtained for the LUMO energy is -0.8 eV. For the relative energy (zero: lowest compared OMol25 entry of this formula, charge and spin), the calculation gives 3.652 eV. The spin multiplicity is 1. The HOMO energy comes out at -10.40 eV. Its orbital gap is 9.607 eV.

The geometry in XYZ format:
```
12
Properties=species:S:1:pos:R:3:forces:R:3
C 1.33499 -0.22696 -1.10159 0.0 0.0 0.0
C 0.51184 0.40526 0.01651 0.0 -0.1 0.0
C -0.72783 -0.40995 0.33683 0.2 -0.6 -0.1
C -2.21428 1.27799 0.73826 0.1 -0.4 0.5
C -1.79621 0.18973 1.30167 -0.1 0.5 -0.4
O -0.90059 -1.53697 -0.04549 0.0 0.5 0.2
H 1.39193 -1.30781 -0.95064 0.1 0.2 -0.1
H 0.86803 -0.05273 -2.07648 0.1 0.0 0.2
H 2.35080 0.17913 -1.12921 -0.2 0.0 0.0
H 0.24899 1.45247 -0.19152 -0.2 -0.3 0.1
H 1.08094 0.43662 0.95698 -0.1 0.0 -0.1
H -2.14862 -0.40677 2.14469 0.1 0.2 -0.4
```
Forces are in eV/Å.